Entry 1:
{"formula": "H21O10", "method": "ωB97M-V/def2-TZVPD", "lumo_ev": -3.2, "de_lowest_kcal_mol": 53.6, "gap_ev": 10.6, "molar_mass_g_mol": 181.2, "total_charge": 1, "symbols": ["O", "H", "H", "O", "H", "H", "O", "H", "H", "O", "H", "H", "O", "H", "H", "O", "H", "H", "O", "H", "H", "O", "H", "H", "O", "H", "O", "H", "H", "H", "H"], "coordinates": [[-0.089, 3.618, -0.670], [0.595, 4.134, -1.112], [-3.284, 0.746, 2.532], [-1.904, 1.853, -1.165], [-1.375, 2.611, -1.475], [-2.758, 1.929, -1.604], [0.276, 0.475, 0.139], [-1.935, 1.354, 1.670], [0.432, 1.431, 0.027], [0.209, -3.031, -0.970], [-0.663, -3.391, -0.746], [0.265, -2.696, -0.070], [-1.315, -0.939, -1.721], [0.631, 0.170, -0.971], [-1.552, -0.391, -0.973], [-0.307, -3.203, 2.057], [-1.091, -3.542, 2.505], [-2.135, -1.419, -1.864], [2.364, -1.404, 0.498], [-0.286, -3.774, 1.281], [3.015, -0.838, 0.933], [2.242, 1.377, 1.940], [3.180, 1.469, 2.128], [2.771, -1.369, -0.380], [-2.549, 1.335, 2.397], [-0.532, 4.213, -0.063], [1.057, -0.079, -2.125], [1.576, -0.874, -2.301], [2.016, 0.449, 1.953], [0.988, 0.040, 0.648], [0.158, -0.256, -2.495]]}

Entry 2:
{"formula": "C19H43P3RhS2", "method": "ωB97M-V/def2-TZVPD", "lumo_ev": [-7.2, -11.8], "de_lowest_kcal_mol": 0.0, "multiplicity": 5, "gap_ev": [7.2, 4.3], "molar_mass_g_mol": 531.5, "total_charge": 3, "symbols": ["Rh", "P", "P", "P", "H", "C", "C", "H", "C", "C", "C", "C", "C", "C", "C", "C", "C", "H", "H", "H", "H", "H", "H", "H", "H", "H", "H", "H", "H", "H", "H", "H", "H", "H", "H", "H", "H", "H", "H", "H", "H", "H", "H", "H", "H", "H", "C", "C", "C", "C", "C", "C", "S", "H", "H", "H", "H", "H", "H", "C", "S", "C", "H", "H", "H", "H", "H", "H"], "coordinates": [[0.275, 0.389, 1.145], [2.058, 1.322, 2.374], [-1.585, 1.795, 1.546], [0.730, 1.053, -0.938], [-0.859, -2.113, 0.965], [-0.117, -1.591, 0.360], [1.206, -1.526, 0.899], [1.341, -1.925, 1.909], [2.391, 0.816, 4.114], [1.987, 3.151, 2.503], [3.631, 0.917, 1.521], [-3.158, 1.192, 0.800], [-2.083, 2.179, 3.277], [-1.388, 3.477, 0.831], [1.904, -0.017, -1.856], [1.464, 2.724, -1.044], [-0.807, 1.059, -1.943], [-0.304, -1.618, -0.723], [2.089, -1.584, 0.246], [2.454, -0.277, 4.210], [1.603, 1.182, 4.791], [3.353, 1.250, 4.436], [1.144, 3.441, 3.148], [1.870, 3.634, 1.523], [2.923, 3.503, 2.961], [3.772, -0.172, 1.539], [4.459, 1.395, 2.064], [3.647, 1.257, 0.476], [-3.926, 1.969, 0.930], [-3.502, 0.275, 1.296], [-3.047, 0.983, -0.273], [-2.914, 2.902, 3.256], [-1.248, 2.625, 3.834], [-2.411, 1.275, 3.811], [-2.285, 4.068, 1.067], [-1.270, 3.452, -0.260], [-0.517, 3.977, 1.277], [2.083, 0.353, -2.876], [1.518, -1.042, -1.924], [2.865, -0.058, -1.327], [1.542, 3.008, -2.101], [2.468, 2.754, -0.602], [0.847, 3.468, -0.529], [-0.571, 1.277, -2.992], [-1.533, 1.800, -1.587], [-1.289, 0.074, -1.894], [-0.408, -2.514, -5.617], [-1.581, -2.756, -6.355], [-1.840, -4.031, -6.870], [-0.922, -5.075, -6.666], [0.257, -4.829, -5.949], [0.517, -3.558, -5.437], [-0.082, -0.964, -4.915], [-1.219, -0.308, -5.304], [-2.280, -1.936, -6.509], [-2.760, -4.223, -7.433], [-1.129, -6.075, -7.067], [0.975, -5.641, -5.790], [1.433, -3.355, -4.883], [-0.480, -1.329, 5.423], [-0.580, -0.751, 3.702], [-2.113, -1.493, 3.116], [0.512, -1.056, 5.819], [-0.602, -2.420, 5.460], [-1.262, -0.820, 6.005], [-1.993, -2.576, 3.212], [-2.925, -1.119, 3.747], [-2.323, -1.244, 2.071]]}

Entry 3:
{"formula": "C24H18N3O6S", "method": "ωB97M-V/def2-TZVPD", "lumo_ev": 1.0, "de_lowest_kcal_mol": 3.6, "gap_ev": 3.5, "molar_mass_g_mol": 476.5, "total_charge": -1, "symbols": ["C", "C", "C", "C", "C", "S", "O", "O", "N", "C", "C", "C", "N", "O", "O", "C", "C", "C", "C", "N", "O", "O", "C", "C", "C", "H", "H", "H", "H", "H", "H", "H", "H", "H", "H", "H", "C", "C", "C", "C", "C", "C", "C", "C", "C", "H", "H", "H", "H", "H", "H", "H"], "coordinates": [[-5.387, -0.658, -0.795], [-4.279, -0.256, 0.143], [-4.322, -0.671, 1.481], [-3.326, -0.281, 2.377], [-2.262, 0.507, 1.919], [-0.927, 0.961, 3.029], [-0.675, 2.375, 3.024], [-1.044, 0.188, 4.234], [0.456, 0.372, 2.173], [0.751, -1.005, 2.045], [-0.045, -2.109, 2.270], [0.463, -3.358, 1.876], [-0.324, -4.530, 2.068], [0.159, -5.631, 1.719], [-1.464, -4.419, 2.572], [1.756, -3.465, 1.268], [2.551, -2.333, 1.072], [2.056, -1.093, 1.474], [2.513, 0.276, 1.297], [3.738, 0.688, 0.736], [4.712, -0.097, 0.702], [3.791, 1.863, 0.287], [1.485, 1.121, 1.671], [-2.224, 0.953, 0.595], [-3.215, 0.546, -0.297], [-5.247, -0.260, -1.807], [-5.477, -1.749, -0.883], [-6.367, -0.303, -0.443], [-5.140, -1.312, 1.822], [-3.345, -0.609, 3.415], [-1.030, -2.042, 2.733], [2.101, -4.454, 0.967], [3.535, -2.394, 0.601], [1.504, 2.194, 1.663], [-1.411, 1.595, 0.263], [-3.156, 0.856, -1.345], [0.664, 0.152, -2.578], [1.709, -0.711, -3.009], [2.834, 0.100, -3.326], [2.499, 1.470, -3.116], [1.110, 1.505, -2.655], [0.500, 2.731, -2.395], [1.242, 3.907, -2.543], [2.581, 3.871, -2.960], [3.212, 2.659, -3.255], [-0.328, -0.140, -2.268], [1.661, -1.800, -3.093], [3.798, -0.238, -3.675], [-0.541, 2.746, -2.083], [0.773, 4.864, -2.329], [3.137, 4.801, -3.060], [4.247, 2.617, -3.583]]}

Entry 4:
{"formula": "C20H23ClN6O", "method": "ωB97M-V/def2-TZVPD", "lumo_ev": 0.5, "smiles": "Cn1cc(CN2CCC(n3nccc3NC(=O)c3ccccc3Cl)CC2)cn1", "de_lowest_kcal_mol": 17.1, "gap_ev": 8.5, "molar_mass_g_mol": 398.9, "symbols": ["C", "N", "C", "C", "C", "N", "C", "C", "C", "N", "N", "C", "C", "C", "N", "C", "O", "C", "C", "C", "C", "C", "C", "Cl", "C", "C", "C", "N", "H", "H", "H", "H", "H", "H", "H", "H", "H", "H", "H", "H", "H", "H", "H", "H", "H", "H", "H", "H", "H", "H", "H"], "coordinates": [[5.882, 2.650, -0.047], [5.339, 1.380, 0.333], [4.885, 0.403, -0.478], [4.449, -0.629, 0.330], [3.790, -1.911, -0.075], [2.357, -1.804, -0.314], [1.627, -1.354, 0.862], [0.133, -1.532, 0.629], [-0.335, -0.732, -0.590], [-0.361, 0.690, -0.323], [0.746, 1.418, -0.217], [0.367, 2.663, -0.007], [-1.026, 2.762, 0.029], [-1.460, 1.467, -0.172], [-2.772, 0.983, -0.256], [-3.309, 0.105, 0.637], [-2.665, -0.459, 1.494], [-4.760, -0.204, 0.417], [-5.128, -1.544, 0.526], [-6.439, -1.943, 0.360], [-7.417, -0.998, 0.099], [-7.080, 0.341, 0.016], [-5.760, 0.734, 0.172], [-5.418, 2.437, 0.107], [0.556, -1.067, -1.790], [2.041, -0.957, -1.451], [4.685, -0.156, 1.632], [5.223, 1.048, 1.614], [6.775, 2.521, -0.663], [5.147, 3.232, -0.607], [6.146, 3.182, 0.865], [4.911, 0.500, -1.545], [3.933, -2.656, 0.714], [4.247, -2.291, -0.994], [1.937, -1.967, 1.711], [1.841, -0.300, 1.095], [-0.075, -2.586, 0.437], [-0.432, -1.220, 1.507], [-1.369, -1.008, -0.826], [1.098, 3.437, 0.114], [-1.628, 3.633, 0.184], [-3.407, 1.538, -0.814], [-4.353, -2.262, 0.749], [-6.700, -2.987, 0.440], [-8.446, -1.297, -0.028], [-7.838, 1.087, -0.167], [0.325, -0.404, -2.626], [0.336, -2.093, -2.087], [2.628, -1.302, -2.307], [2.285, 0.097, -1.253], [4.491, -0.648, 2.564]]}